# C23H25AuN8OS4SeSi

A structure of composition C23H25AuN8OS4SeSi (ωB97M-V/def2-TZVPD, OMol25).

For the relative energy (zero: lowest compared OMol25 entry of this formula, charge and spin), the calculation gives 0.0 kJ/mol. For the LUMO energy, the calculation gives -0.0372 Eh. As for the HOMO energy: -7.347 eV. As for the gap between HOMO and LUMO: 6.3 eV.

```
64
Properties=species:S:1:pos:R:3:forces:R:3:mulliken_charge:R:1
Au -2.3119 3.6362 -0.7801 0.0 -0.2 0.3 0.52
S -4.6730 3.2711 -1.1820 0.0 0.0 0.0 -0.33
S -5.3345 2.7926 0.6494 0.0 -0.1 0.0 -0.07
S -4.1967 4.0726 1.9189 0.0 0.0 0.0 -0.05
S -3.1930 5.2354 0.6710 0.0 0.1 0.0 -0.14
C -1.8156 -1.0275 4.1927 0.0 -0.1 0.0 -1.05
N -1.8942 0.0674 3.2500 -0.1 -0.1 0.0 0.79
C -2.4427 0.0937 2.0267 0.1 0.0 -0.1 -0.39
N -2.0878 1.1866 1.3867 -0.1 0.1 0.1 0.28
C -1.3118 1.8234 2.3080 0.2 0.1 -0.2 -0.52
N -1.1491 1.1725 3.4352 0.0 0.1 0.1 -0.92
C -0.4861 -1.7449 4.0816 0.0 0.0 0.0 0.75
C 0.2190 -2.1461 5.2056 0.0 0.0 0.0 -0.81
C 1.4464 -2.7875 5.0737 0.0 0.0 0.0 -0.72
C 1.9818 -3.0313 3.8217 0.0 -0.1 0.0 -0.92
C 1.2676 -2.6414 2.6912 0.0 0.0 0.0 -0.12
C 0.0436 -2.0021 2.8253 0.0 0.0 0.0 0.20
C 1.8009 -2.8758 1.3517 0.1 0.0 0.0 0.72
N 2.9271 -3.3848 0.9895 0.0 0.1 0.0 -0.53
N 2.9336 -3.3716 -0.4008 -0.1 -0.1 0.0 -0.53
C 1.8032 -2.8720 -0.7652 0.1 0.0 0.0 0.56
O 1.0323 -2.5248 0.2904 -0.1 0.0 0.0 -0.17
C 1.2862 -2.6487 -2.1140 0.1 0.0 0.0 -0.19
C 2.0130 -3.1001 -3.2151 0.0 0.0 0.0 -0.89
C 1.5183 -2.8927 -4.4896 0.0 0.0 0.0 -0.77
C 0.3047 -2.2386 -4.6713 0.0 0.0 0.0 -0.72
C -0.4208 -1.7904 -3.5770 0.0 0.0 0.0 0.74
C -1.7332 -1.0706 -3.7726 0.0 0.1 -0.1 -1.20
N -1.6648 0.3157 -3.3222 0.1 0.0 0.0 0.87
C -2.2156 0.8866 -2.2546 0.1 0.1 0.1 0.13
N -1.7856 2.1356 -2.1823 0.0 0.1 -0.1 -0.17
C -0.9635 2.2842 -3.2537 0.0 -0.1 0.1 -0.47
N -0.8635 1.1946 -3.9680 0.0 -0.1 -0.1 -0.87
C 0.0753 -1.9943 -2.2970 0.0 -0.1 0.0 0.29
H -2.6413 -1.7051 3.9713 0.0 0.0 0.0 0.26
H -1.9631 -0.6296 5.1947 0.0 0.0 0.0 0.44
H -3.0755 -0.6963 1.6536 0.0 0.0 0.0 0.36
H -0.8409 2.7783 2.1314 -0.1 0.1 -0.1 0.43
H -0.1758 -1.9342 6.1920 0.0 0.0 0.0 0.42
H 1.9933 -3.0847 5.9582 0.0 0.0 0.0 0.40
H 2.9386 -3.5214 3.7037 0.0 0.0 0.0 0.54
H -0.4846 -1.6808 1.9371 0.0 0.0 0.0 0.56
H 2.9550 -3.6055 -3.0527 0.0 0.0 0.0 0.55
H 2.0769 -3.2397 -5.3479 0.0 0.0 0.0 0.40
H -0.0748 -2.0702 -5.6714 0.0 0.0 0.0 0.39
H -2.5423 -1.5434 -3.2165 0.0 0.0 0.0 0.31
H -2.0040 -1.0562 -4.8279 0.0 0.0 0.0 0.44
H -2.8891 0.4110 -1.5579 0.0 0.0 -0.1 0.32
H -0.4462 3.2027 -3.4713 0.0 0.0 0.0 0.54
H -0.4782 -1.6455 -1.4320 0.0 0.0 0.0 0.56
C 1.0013 1.0837 -0.2986 0.1 0.0 0.1 0.29
Si 1.5615 2.8663 -0.4474 0.0 0.1 0.0 0.73
C 2.5473 3.0324 -2.0342 0.0 0.0 0.1 -1.18
C 2.6832 3.2359 1.0021 0.0 0.0 0.0 -1.19
Se -0.0280 4.5203 -0.3443 -0.1 -0.1 0.0 -0.67
H 1.8592 0.4569 -0.5623 0.0 0.0 0.0 0.28
H 0.1828 0.8273 -0.9596 -0.2 0.0 -0.1 -0.46
H 0.7077 0.8388 0.7224 0.0 0.0 0.0 -0.04
H 3.4628 2.4377 -1.9632 0.0 0.0 0.0 0.38
H 2.8303 4.0723 -2.2063 0.0 0.0 0.0 0.28
H 1.9956 2.6821 -2.9062 -0.1 0.0 0.0 0.34
H 3.5453 2.5633 1.0107 0.0 0.0 0.0 0.38
H 2.1416 3.1179 1.9430 0.0 0.0 0.0 0.29
H 3.0515 4.2624 0.9556 0.0 0.0 0.0 0.31
```
Positions in Å, forces in eV/Å.